Record 1
The following is a quantum chemistry calculation of C15H4Cl5CoNSbSe4 as an isolated structure, from the OMol25 dataset.

For the HOMO-LUMO gap (spin up / spin down), the calculation gives 0.2128 / 0.2030 hartree. Its spin multiplicity is 5. For the HOMO energy (spin up / spin down), the calculation gives -8.8 / -8.7 eV.

XYZ file:
```
31
Properties=species:S:1:pos:R:3:lowdin_charge:R:1
Co -0.800 -2.405 -0.418 0.1970
Cl 2.208 -1.543 -2.099 0.7331
C 2.228 -2.302 -0.561 -0.6855
C 1.030 -2.616 0.062 -0.2805
C 1.046 -3.225 1.299 -0.6462
Cl -0.536 -3.555 1.969 0.7135
C 2.218 -3.554 1.962 -0.7019
Cl 2.184 -4.313 3.495 0.7241
C 3.421 -3.244 1.323 -0.6871
Cl 4.901 -3.632 2.092 0.7180
C 3.430 -2.626 0.066 -0.6945
Cl 4.921 -2.265 -0.697 0.7126
N -0.147 7.386 -0.465 0.1646
C -0.210 6.239 -0.456 -0.1827
C -0.288 4.811 -0.441 -0.2255
C 0.512 4.083 0.439 -0.0135
C 0.432 2.704 0.453 -0.0082
C -0.445 2.046 -0.413 -0.2364
C -1.245 2.782 -1.292 -0.0128
C -1.168 4.161 -1.307 -0.0105
C -0.538 0.626 -0.403 -0.0910
C -0.631 -0.583 -0.350 -0.1148
H 1.189 4.599 1.104 0.1229
H 1.046 2.129 1.131 0.1222
H -1.923 2.265 -1.957 0.1177
H -1.782 4.738 -1.984 0.1242
Se -6.449 -3.104 -1.337 -0.0305
Sb -4.294 -2.607 -0.593 -0.3213
Se -4.014 -3.713 1.629 0.1151
Se -3.980 -0.148 -0.251 0.1843
Se -2.312 -3.134 -1.998 0.1939
```



Record 2
The following is a quantum chemistry calculation of a 4-piece molecular cluster, C31H57F3N4O10 overall at a distorted geometry, from the OMol25 dataset.

For the HOMO-LUMO gap, the calculation gives 0.2990 hartree. As for the SMILES: CC(=O)N(C(C)=O)C1=CC(=O)C=C(CCC(F)(F)F)C1=O.COCCNCCOC.COCCNCCOC.COCCNCCOC. For the HOMO energy, the calculation gives -8.7 eV.

XYZ file:
```
105
Properties=species:S:1:pos:R:3:lowdin_charge:R:1
C 3.448 -1.282 3.398 0.0183
C 4.599 -0.380 2.953 -0.4389
O 5.453 -0.144 3.721 0.1596
N 4.725 0.171 1.597 0.0739
C 4.579 -0.839 0.573 -0.4563
C 5.775 -1.745 0.300 0.0238
O 3.585 -0.957 -0.063 0.1278
C 3.874 1.299 1.342 -0.1399
C 4.257 2.166 0.432 0.0948
C 3.316 3.327 0.131 -0.3634
O 3.701 4.419 -0.084 0.1366
C 1.842 2.952 0.171 0.0620
C 1.445 2.073 1.062 -0.1219
C 0.004 1.630 1.170 -0.0982
C -0.319 0.333 0.399 -0.0368
C -0.279 -0.934 1.243 -0.6342
F 0.963 -1.451 1.184 0.1073
F -0.686 -0.782 2.486 0.1743
F -1.071 -1.880 0.707 0.1238
C 2.539 1.562 2.004 -0.2587
O 2.299 1.448 3.161 0.1655
H 3.745 -2.322 3.571 0.0963
H 3.106 -0.877 4.360 0.0951
H 2.591 -1.183 2.720 0.0560
H 5.829 -2.565 1.028 0.0919
H 6.699 -1.150 0.326 0.0889
H 5.690 -2.164 -0.707 0.0875
H 5.204 2.046 -0.092 0.1423
H 1.151 3.396 -0.548 0.1330
H -0.307 1.570 2.223 0.1007
H -0.614 2.426 0.731 0.1209
H 0.276 0.205 -0.511 0.1173
H -1.362 0.425 0.058 0.1342
C 0.733 -3.978 -0.615 -0.1210
O 1.345 -5.130 -1.171 -0.1926
C 0.608 -6.327 -0.952 -0.2161
C 0.077 -6.861 -2.270 -0.2132
N -0.978 -5.996 -2.790 -0.0515
C -1.379 -6.305 -4.160 -0.2004
C -0.344 -6.087 -5.264 -0.2249
O 0.003 -4.727 -5.469 -0.1864
C 1.050 -4.244 -4.642 -0.1009
H 1.416 -3.139 -0.743 0.0811
H -0.204 -3.742 -1.130 0.0784
H 0.543 -4.112 0.453 0.0863
H -0.199 -6.185 -0.227 0.1236
H 1.305 -7.059 -0.532 0.1200
H -0.324 -7.867 -2.118 0.1223
H 0.923 -6.928 -2.966 0.1050
H -0.658 -5.036 -2.761 0.0672
H -2.241 -5.670 -4.385 0.1172
H -1.733 -7.340 -4.201 0.1172
H -0.798 -6.421 -6.202 0.1195
H 0.552 -6.703 -5.128 0.1103
H 1.773 -5.024 -4.392 0.0901
H 0.649 -3.799 -3.728 0.0720
H 1.570 -3.455 -5.187 0.0824
C -1.228 3.871 8.947 -0.1152
O -2.470 3.489 8.383 -0.1973
C -3.253 4.592 7.935 -0.2163
C -3.390 4.565 6.423 -0.2141
N -2.119 4.879 5.777 -0.0511
C -2.116 4.649 4.335 -0.1968
C -2.271 3.208 3.848 -0.2203
O -1.175 2.370 4.175 -0.2038
C -1.250 1.754 5.451 -0.0826
H -0.756 2.977 9.353 0.0883
H -0.562 4.299 8.191 0.0801
H -1.370 4.589 9.760 0.0875
H -2.847 5.547 8.280 0.1221
H -4.247 4.474 8.376 0.1205
H -4.139 5.301 6.117 0.1228
H -3.750 3.568 6.139 0.1056
H -1.392 4.311 6.193 0.0696
H -1.160 5.024 3.960 0.1198
H -2.897 5.266 3.877 0.1180
H -2.303 3.240 2.754 0.1135
H -3.217 2.755 4.164 0.1129
H -2.280 1.550 5.752 0.0920
H -0.752 2.367 6.206 0.0741
H -0.711 0.807 5.396 0.0890
C -1.029 -1.144 -6.343 -0.1040
O -0.628 0.193 -6.600 -0.1960
C -1.654 0.993 -7.179 -0.2156
C -2.085 2.084 -6.214 -0.2133
N -2.810 1.519 -5.081 -0.0519
C -3.058 2.468 -3.998 -0.1985
C -1.846 3.013 -3.242 -0.2222
O -1.155 2.032 -2.484 -0.1963
C -0.161 1.317 -3.206 -0.0895
H -0.154 -1.697 -6.005 0.0755
H -1.788 -1.186 -5.554 0.0824
H -1.413 -1.620 -7.249 0.0919
H -2.507 0.390 -7.502 0.1225
H -1.226 1.465 -8.068 0.1207
H -2.732 2.793 -6.738 0.1230
H -1.182 2.616 -5.888 0.1054
H -2.279 0.742 -4.708 0.0683
H -3.697 1.956 -3.274 0.1179
H -3.639 3.309 -4.390 0.1182
H -2.221 3.741 -2.516 0.1197
H -1.155 3.563 -3.891 0.1117
H 0.305 1.922 -3.987 0.0938
H -0.586 0.408 -3.637 0.0765
H 0.614 1.011 -2.502 0.0723
```



Record 3
The following is a quantum chemistry calculation of a 2-piece molecular cluster, C3H5N3 overall at a distorted geometry, from the OMol25 dataset.

For the HOMO-LUMO gap, the calculation gives 0.3226 hartree. For the HOMO energy, the calculation gives -8.1 eV.

XYZ file:
```
11
Properties=species:S:1:pos:R:3:lowdin_charge:R:1
N 2.060 -0.148 -0.219 0.0439
C 0.663 -0.220 -0.364 -0.5241
C -0.145 0.870 -0.606 -0.0862
N -1.361 0.471 -0.109 0.0318
C -1.225 -0.810 0.335 -0.2122
N -0.015 -1.277 0.173 0.0926
H 2.379 -1.016 0.230 0.0467
H 1.862 0.608 0.937 0.2388
H 0.034 1.876 -0.975 0.1148
H -2.201 1.024 -0.126 0.1433
H -2.051 -1.379 0.724 0.1105
```